{"formula": "C19H23N3S", "method": "ωB97M-V/def2-TZVPD", "symbols": ["C", "C", "C", "C", "C", "C", "C", "N", "C", "N", "C", "C", "N", "C", "C", "H", "H", "H", "H", "C", "C", "C", "C", "C", "C", "C", "H", "H", "H", "H", "H", "H", "H", "H", "H", "H", "H", "S", "H", "H", "H", "H", "H", "H", "H", "H"], "coordinates": [[0.750, 0.731, 1.808], [1.452, 1.575, 0.789], [1.023, 2.876, 0.553], [1.694, 3.714, -0.319], [2.835, 3.266, -0.963], [3.268, 1.971, -0.762], [2.569, 1.113, 0.084], [3.057, -0.203, 0.239], [2.341, -1.364, 0.296], [1.210, -1.479, -0.429], [0.360, -2.641, -0.308], [-1.100, -2.197, -0.291], [-1.408, -1.453, -1.498], [-0.551, -0.290, -1.619], [0.910, -0.734, -1.631], [1.562, 0.131, -1.729], [1.065, -1.397, -2.494], [-0.778, 0.209, -2.565], [-0.703, 0.435, -0.801], [-2.827, -1.146, -1.644], [-3.378, -0.260, -0.554], [-3.298, 1.124, -0.656], [-3.724, 1.935, 0.382], [-4.238, 1.372, 1.538], [-4.335, -0.005, 1.645], [-3.907, -0.814, 0.607], [-3.990, -1.888, 0.695], [-4.745, -0.451, 2.539], [-4.569, 2.004, 2.349], [-3.655, 3.009, 0.287], [-2.908, 1.572, -1.559], [-2.952, -0.666, -2.619], [-3.361, -2.100, -1.658], [-1.739, -3.082, -0.259], [-1.285, -1.604, 0.622], [0.611, -3.169, 0.613], [0.528, -3.313, -1.159], [2.939, -2.601, 1.228], [3.984, -0.290, 0.633], [4.151, 1.602, -1.264], [3.383, 3.921, -1.624], [1.339, 4.720, -0.480], [0.154, 3.239, 1.082], [-0.041, 0.137, 1.352], [0.296, 1.365, 2.567], [1.442, 0.045, 2.293]], "energy_ha": -1300.279953, "spin_multiplicity": 1, "homo_ev": -7.93, "e_above_lowest_kcal_mol": 1.3, "gap_ha": 0.31802}


{"formula": "C19H23N5O6PS3Sn", "method": "ωB97M-V/def2-TZVPD", "symbols": ["Sn", "O", "C", "C", "O", "C", "C", "O", "C", "O", "O", "C", "N", "C", "P", "O", "N", "C", "C", "N", "C", "C", "H", "H", "H", "H", "H", "H", "H", "H", "H", "H", "H", "H", "H", "H", "H", "H", "H", "H", "S", "C", "S", "C", "N", "N", "C", "C", "C", "C", "C", "C", "S", "H", "H", "H", "H", "H"], "coordinates": [[0.544, 1.037, 0.186], [-3.085, -4.181, 0.833], [-2.391, -3.229, 0.671], [-2.414, -1.932, 1.506], [-3.005, -1.731, 2.531], [-1.463, -1.003, 0.836], [-0.731, -1.675, -0.209], [0.211, -1.116, -0.793], [-1.297, -3.065, -0.408], [-0.953, -3.866, -1.225], [-1.235, 0.208, 1.116], [1.802, -2.145, 4.889], [1.358, -1.224, 3.845], [0.051, -0.628, 4.111], [2.365, -0.700, 2.681], [1.567, -0.204, 1.472], [3.379, 0.480, 3.215], [3.125, 1.147, 4.495], [3.963, 1.364, 2.207], [3.292, -1.979, 2.284], [4.735, -1.940, 2.075], [2.636, -3.122, 1.648], [1.701, -1.675, 5.870], [2.841, -2.428, 4.739], [1.189, -3.048, 4.879], [0.070, -0.069, 5.051], [-0.704, -1.412, 4.191], [-0.239, 0.046, 3.315], [2.755, 0.438, 5.230], [2.405, 1.964, 4.390], [4.064, 1.556, 4.867], [4.263, 0.797, 1.325], [4.855, 1.834, 2.623], [3.266, 2.154, 1.909], [5.168, -1.079, 2.575], [4.976, -1.904, 1.009], [5.183, -2.842, 2.496], [1.558, -3.074, 1.797], [3.002, -4.048, 2.092], [2.838, -3.139, 0.574], [1.331, 8.175, 2.690], [1.145, 6.558, 2.607], [-0.361, 5.708, 2.564], [0.460, 4.205, 2.352], [1.803, 4.349, 2.325], [2.153, 5.607, 2.477], [3.564, 5.895, 2.476], [4.331, 5.368, 1.449], [5.691, 5.624, 1.439], [6.263, 6.390, 2.447], [5.479, 6.897, 3.473], [4.114, 6.654, 3.495], [-0.337, 2.746, 2.246], [3.862, 4.784, 0.670], [6.304, 5.234, 0.638], [7.325, 6.593, 2.432], [5.927, 7.483, 4.263], [3.498, 7.026, 4.300]], "total_charge": 1, "energy_ha": -3213.059388, "spin_multiplicity": 1, "homo_ev": [-11.58, -11.61], "e_above_lowest_kcal_mol": 0.0, "gap_ha": [0.20085, 0.22622]}


{"formula": "C19H23NO12", "method": "ωB97M-V/def2-TZVPD", "symbols": ["N", "C", "O", "C", "C", "C", "O", "C", "O", "C", "C", "O", "C", "O", "C", "C", "C", "O", "H", "H", "H", "H", "H", "H", "H", "H", "H", "H", "H", "C", "C", "C", "O", "C", "O", "O", "H", "H", "H", "H", "H", "H", "C", "C", "C", "O", "C", "O", "O", "H", "H", "H", "H", "H", "H"], "coordinates": [[2.156, 3.354, 2.607], [1.896, 2.080, 2.406], [1.575, 0.656, 2.058], [0.429, 0.815, 1.107], [0.733, 1.086, -0.326], [2.283, 1.176, -0.942], [2.185, 0.699, -2.333], [3.403, -0.001, -2.770], [4.104, 0.699, -3.859], [3.308, 1.804, -4.419], [4.234, 2.439, -5.659], [3.323, 3.261, -6.483], [-0.546, 1.306, -1.339], [-0.526, 2.069, -2.452], [-1.996, 0.597, -0.977], [-2.274, 0.302, 0.454], [-1.157, 0.699, 1.605], [-1.531, 0.895, 2.891], [3.002, 0.555, -0.259], [2.588, 2.326, -0.854], [4.185, -0.214, -1.926], [3.047, -1.068, -3.165], [3.167, 2.718, -3.663], [2.277, 1.463, -4.897], [4.797, 1.598, -6.252], [5.002, 3.167, -5.106], [3.862, 3.714, -7.209], [-2.762, 0.304, -1.815], [-3.318, -0.222, 0.689], [1.593, -0.488, 5.178], [3.076, -0.738, 5.360], [3.611, -1.820, 4.471], [4.721, -2.298, 5.208], [4.429, -2.072, 6.526], [5.051, -2.547, 7.460], [3.346, -1.249, 6.654], [1.235, 0.239, 5.915], [1.375, -0.109, 4.175], [1.016, -1.405, 5.340], [3.637, 0.198, 5.240], [3.924, -1.445, 3.494], [2.911, -2.652, 4.327], [-8.131, -2.559, -1.496], [-6.988, -1.815, -0.836], [-6.587, -0.570, -1.568], [-5.226, -0.429, -1.203], [-4.765, -1.693, -0.955], [-3.589, -1.985, -0.829], [-5.798, -2.584, -0.873], [-8.319, -3.506, -0.979], [-9.049, -1.964, -1.486], [-7.888, -2.814, -2.534], [-7.226, -1.608, 0.215], [-7.166, 0.304, -1.258], [-6.643, -0.668, -2.658]], "energy_ha": -1695.005781, "spin_multiplicity": 1, "homo_ev": -10.11, "gap_ha": 0.29212}


{"formula": "C19H23NO2", "method": "ωB97M-V/def2-TZVPD", "symbols": ["C", "H", "O", "C", "C", "C", "C", "C", "C", "C", "H", "H", "H", "H", "C", "H", "C", "H", "H", "C", "C", "O", "N", "H", "C", "C", "C", "C", "C", "C", "C", "H", "H", "H", "H", "H", "H", "H", "H", "H", "H", "H", "H", "H", "H"], "coordinates": [[1.702, 3.861, -0.217], [0.994, 4.690, -0.328], [1.194, 2.857, 0.621], [0.014, 2.256, 0.276], [-0.670, 2.483, -0.908], [-1.867, 1.828, -1.155], [-2.418, 0.959, -0.228], [-1.719, 0.738, 0.956], [-0.508, 1.349, 1.213], [0.260, 1.069, 2.466], [1.270, 0.746, 2.215], [-0.230, 0.294, 3.049], [0.346, 1.972, 3.068], [-2.122, 0.064, 1.696], [-3.753, 0.316, -0.492], [-4.511, 0.819, 0.117], [-3.818, -1.184, -0.193], [-3.754, -1.361, 0.882], [-4.788, -1.555, -0.530], [-2.690, -1.973, -0.864], [-1.566, -2.279, 0.116], [-1.738, -2.399, 1.311], [-0.359, -2.461, -0.463], [-0.254, -2.364, -1.460], [0.823, -2.777, 0.302], [1.995, -1.890, -0.020], [3.286, -2.344, 0.221], [4.378, -1.541, -0.052], [4.192, -0.275, -0.582], [2.910, 0.182, -0.828], [1.816, -0.618, -0.546], [0.818, -0.245, -0.722], [2.758, 1.167, -1.240], [5.044, 0.352, -0.800], [5.376, -1.904, 0.145], [3.434, -3.333, 0.631], [0.539, -2.658, 1.354], [1.103, -3.828, 0.147], [-2.300, -1.434, -1.728], [-3.065, -2.940, -1.209], [-4.019, 0.481, -1.540], [-2.381, 2.017, -2.088], [-0.287, 3.166, -1.650], [1.959, 3.476, -1.211], [2.607, 4.223, 0.269]], "energy_ha": -943.067957, "spin_multiplicity": 1, "homo_ev": -8.18, "e_above_lowest_kcal_mol": 12.9, "gap_ha": 0.32958}


What is the formula in the first record? C19H23N3S


Please write out number 3 again, unchanged.
{"formula": "C19H23NO12", "method": "ωB97M-V/def2-TZVPD", "symbols": ["N", "C", "O", "C", "C", "C", "O", "C", "O", "C", "C", "O", "C", "O", "C", "C", "C", "O", "H", "H", "H", "H", "H", "H", "H", "H", "H", "H", "H", "C", "C", "C", "O", "C", "O", "O", "H", "H", "H", "H", "H", "H", "C", "C", "C", "O", "C", "O", "O", "H", "H", "H", "H", "H", "H"], "coordinates": [[2.156, 3.354, 2.607], [1.896, 2.080, 2.406], [1.575, 0.656, 2.058], [0.429, 0.815, 1.107], [0.733, 1.086, -0.326], [2.283, 1.176, -0.942], [2.185, 0.699, -2.333], [3.403, -0.001, -2.770], [4.104, 0.699, -3.859], [3.308, 1.804, -4.419], [4.234, 2.439, -5.659], [3.323, 3.261, -6.483], [-0.546, 1.306, -1.339], [-0.526, 2.069, -2.452], [-1.996, 0.597, -0.977], [-2.274, 0.302, 0.454], [-1.157, 0.699, 1.605], [-1.531, 0.895, 2.891], [3.002, 0.555, -0.259], [2.588, 2.326, -0.854], [4.185, -0.214, -1.926], [3.047, -1.068, -3.165], [3.167, 2.718, -3.663], [2.277, 1.463, -4.897], [4.797, 1.598, -6.252], [5.002, 3.167, -5.106], [3.862, 3.714, -7.209], [-2.762, 0.304, -1.815], [-3.318, -0.222, 0.689], [1.593, -0.488, 5.178], [3.076, -0.738, 5.360], [3.611, -1.820, 4.471], [4.721, -2.298, 5.208], [4.429, -2.072, 6.526], [5.051, -2.547, 7.460], [3.346, -1.249, 6.654], [1.235, 0.239, 5.915], [1.375, -0.109, 4.175], [1.016, -1.405, 5.340], [3.637, 0.198, 5.240], [3.924, -1.445, 3.494], [2.911, -2.652, 4.327], [-8.131, -2.559, -1.496], [-6.988, -1.815, -0.836], [-6.587, -0.570, -1.568], [-5.226, -0.429, -1.203], [-4.765, -1.693, -0.955], [-3.589, -1.985, -0.829], [-5.798, -2.584, -0.873], [-8.319, -3.506, -0.979], [-9.049, -1.964, -1.486], [-7.888, -2.814, -2.534], [-7.226, -1.608, 0.215], [-7.166, 0.304, -1.258], [-6.643, -0.668, -2.658]], "energy_ha": -1695.005781, "spin_multiplicity": 1, "homo_ev": -10.11, "gap_ha": 0.29212}